1.
DFT (the ωB97M-V functional and the def2-TZVPD basis) results for C54H48BrClLaN10O2S2 as an isolated structure.

```
! wB97M-V def2-TZVPD RIJCOSX def2/J DEFGRID3
* xyz 0 2
La -0.752 1.856 -0.579
Br 3.952 -0.192 12.465
C 3.352 -0.005 10.671
C 4.226 -0.253 9.625
C 3.792 -0.119 8.317
C 2.475 0.267 8.038
C 1.617 0.508 9.113
C 2.043 0.376 10.423
N 1.932 0.430 6.750
N 2.816 0.269 5.815
C 2.413 0.409 4.528
C 3.471 0.335 3.591
C 3.281 0.526 2.246
C 2.008 0.783 1.767
O 1.804 1.089 0.411
C 0.895 0.829 2.594
N -0.337 1.076 2.024
C -1.402 1.055 2.828
C -1.340 0.803 4.183
C -0.100 0.603 4.776
C 1.064 0.619 4.008
H 5.244 -0.553 9.834
H 4.463 -0.313 7.494
H 0.600 0.808 8.896
H 1.366 0.567 11.244
H 4.459 0.141 3.984
H 4.109 0.482 1.550
H -2.354 1.264 2.362
H -2.250 0.793 4.767
H -0.010 0.441 5.837
N -3.364 2.189 -1.905
C -3.887 1.074 -1.185
C -4.143 -0.120 -1.854
C -4.606 -1.224 -1.162
C -4.814 -1.149 0.209
C -4.573 0.045 0.866
C -4.116 1.178 0.192
C -3.890 2.473 0.896
C -4.887 2.986 1.723
C -4.664 4.170 2.411
C -3.453 4.830 2.260
C -2.474 4.291 1.427
C -2.642 3.095 0.718
H -3.649 2.172 -2.874
H -3.618 3.072 -1.473
H -3.985 -0.182 -2.924
H -4.800 -2.145 -1.694
H -5.162 -2.012 0.760
H -4.739 0.117 1.935
H -5.831 2.462 1.828
H -5.433 4.573 3.059
H -3.269 5.754 2.794
H -1.540 4.838 1.351
N 1.436 6.011 -0.810
C 1.377 6.067 0.581
C 1.634 7.089 1.492
C 1.507 6.758 2.825
C 1.143 5.462 3.243
C 0.883 4.461 2.335
C 0.996 4.791 0.984
N 0.812 3.985 -0.141
C 1.111 4.743 -1.162
C 1.185 4.209 -2.530
C 1.744 4.776 -3.629
S 1.722 3.664 -4.918
C 0.972 2.516 -3.918
N 0.735 2.916 -2.701
H 1.665 6.764 -1.433
H 1.928 8.081 1.179
H 1.705 7.513 3.573
H 1.076 5.250 4.301
H 0.606 3.462 2.644
H 2.190 5.750 -3.733
H 0.712 1.533 -4.276
S 1.007 -1.384 -0.001
C 1.170 0.193 -0.420
C -2.486 -3.282 -3.067
C -1.428 -4.251 -3.629
C -0.393 -4.533 -2.539
C -2.159 -5.570 -3.946
C -0.754 -3.692 -4.935
O -1.767 -3.282 -5.856
C 0.150 -4.767 -5.645
C 1.662 -4.550 -5.883
C 2.555 -4.760 -4.682
C 3.284 -3.723 -4.111
C 4.072 -3.923 -2.985
C 4.148 -5.190 -2.436
Cl 5.127 -5.457 -1.027
C 3.462 -6.253 -3.003
C 2.675 -6.029 -4.119
C 0.086 -2.424 -4.763
N -0.552 -1.234 -4.212
C -0.423 -0.777 -2.972
N -1.111 0.348 -2.827
C -1.642 0.533 -4.067
N -1.324 -0.388 -4.942
H -3.235 -3.849 -2.513
H -2.998 -2.725 -3.852
H -2.068 -2.572 -2.358
H -0.878 -5.024 -1.693
H 0.064 -3.625 -2.144
H 0.403 -5.191 -2.884
H -2.755 -5.856 -3.080
H -1.485 -6.398 -4.153
H -2.857 -5.490 -4.785
H -2.399 -4.002 -5.955
H -0.308 -4.894 -6.628
H 0.053 -5.726 -5.141
H 1.869 -3.581 -6.336
H 1.949 -5.284 -6.640
H 3.239 -2.732 -4.549
H 4.620 -3.107 -2.536
H 3.547 -7.239 -2.569
H 2.140 -6.863 -4.559
H 0.454 -2.131 -5.744
H 0.935 -2.621 -4.116
H 0.157 -1.256 -2.187
H -2.242 1.384 -4.340
*
```

Its HOMO energy (spin up / spin down) is -4.5 / -6.5 eV. The relative energy (zero: lowest compared OMol25 entry of this formula, charge and spin) comes out at 0.5742 eV. The calculation puts the lowest unoccupied orbital energy (spin up / spin down) at -0.783 / -0.782 eV. The value obtained for the total energy is -180868.432 eV. For the orbital gap (spin up / spin down), the calculation gives 3.730 / 5.712 eV.

---

2.
DFT (the ωB97M-V functional and the def2-TZVPD basis) results for C54H48IOPSn as an isolated structure.

```
! wB97M-V def2-TZVPD RIJCOSX def2/J DEFGRID3
* xyz -2 1
Sn -0.491 -0.178 -0.487
C 0.949 4.810 0.365
C 0.920 3.814 1.493
C 1.930 2.866 1.614
C 1.870 1.864 2.571
C 2.938 0.804 2.612
C 0.782 1.827 3.435
C -0.228 2.775 3.355
C -1.435 2.689 4.247
C -0.139 3.772 2.390
H 1.745 5.547 0.502
H -0.003 5.335 0.281
H 1.130 4.285 -0.574
H 2.743 2.864 0.897
H 3.925 1.241 2.784
H 2.973 0.274 1.659
H 2.746 0.071 3.396
H 0.696 1.013 4.148
H -1.546 3.594 4.852
H -1.365 1.830 4.914
H -2.346 2.569 3.657
H -0.942 4.498 2.299
I -2.320 -0.849 2.770
C -4.214 -0.886 1.846
C -5.232 -1.305 2.661
C -6.560 -1.325 2.187
C -6.811 -0.901 0.916
C -5.763 -0.465 0.067
C -6.077 -0.019 -1.234
C -5.065 0.339 -2.079
C -3.724 0.243 -1.660
C -3.310 -0.123 -0.390
C -4.388 -0.471 0.494
H -5.020 -1.612 3.675
H -7.359 -1.666 2.835
H -7.823 -0.898 0.521
H -7.118 0.017 -1.540
H -5.290 0.687 -3.084
H -2.970 0.468 -2.407
O 2.343 0.910 -1.657
C 1.797 -0.184 -1.516
C 2.725 -1.354 -1.851
C 3.457 -1.234 -3.042
C 4.313 -2.226 -3.477
C 4.492 -3.374 -2.705
C 3.766 -3.509 -1.534
C 2.850 -2.535 -1.118
P 1.845 -2.753 0.394
C 3.128 -3.211 1.650
C 2.687 -3.652 2.903
C 3.572 -3.872 3.945
C 4.930 -3.629 3.773
C 5.379 -3.159 2.550
C 4.489 -2.949 1.503
C 1.038 -4.400 0.170
C 1.279 -5.306 -0.861
C 0.636 -6.536 -0.892
C -0.288 -6.874 0.086
C -0.591 -5.953 1.076
C 0.056 -4.727 1.107
H 3.340 -0.318 -3.607
H 4.863 -2.105 -4.404
H 5.188 -4.147 -3.009
H 3.912 -4.392 -0.922
H 1.630 -3.806 3.069
H 3.195 -4.216 4.900
H 5.623 -3.785 4.591
H 6.431 -2.947 2.403
H 4.862 -2.556 0.566
H 1.962 -5.053 -1.659
H 0.852 -7.228 -1.698
H -0.801 -7.828 0.046
H -1.353 -6.173 1.814
H -0.236 -3.994 1.850
C -3.312 -2.331 -4.564
C -2.218 -3.177 -3.899
C -2.866 -4.383 -3.213
C -1.224 -3.658 -4.966
C -1.523 -2.352 -2.895
C -1.032 -1.630 -2.050
H -3.850 -2.924 -5.313
H -2.873 -1.458 -5.050
H -4.019 -1.973 -3.818
H -3.414 -4.994 -3.939
H -3.560 -4.045 -2.442
H -2.108 -4.999 -2.734
H -1.748 -4.195 -5.764
H -0.480 -4.321 -4.522
H -0.701 -2.805 -5.400
C -2.888 5.085 -0.436
C -2.620 4.008 0.439
C -1.931 2.916 -0.008
C -1.475 2.817 -1.351
C -0.791 1.649 -1.813
C -0.362 1.662 -3.119
C -0.596 2.751 -3.986
C -1.274 3.856 -3.552
C -1.732 3.915 -2.215
C -2.446 5.040 -1.726
H -3.444 5.945 -0.077
H -2.971 4.048 1.464
H -1.720 2.091 0.661
H 0.167 0.800 -3.507
H -0.242 2.702 -5.012
H -1.478 4.689 -4.218
H -2.641 5.867 -2.404
*
```

Its HOMO energy is -0.2 eV. The relative energy (zero: lowest compared OMol25 entry of this formula, charge and spin) comes out at 0.1544 eV. The calculation puts the lowest unoccupied orbital energy at 4.041 eV. The value obtained for the total energy is -82042.948 eV. For the orbital gap, the calculation gives 4.268 eV.

---

3.
DFT (the ωB97M-V functional and the def2-TZVPD basis) results for a 2-piece molecular cluster, C54H48N3O overall in a non-equilibrium geometry.

```
! wB97M-V def2-TZVPD RIJCOSX def2/J DEFGRID3
* xyz 1 1
C -6.735 0.292 -4.328
C -7.137 0.273 -2.989
C -6.615 -0.683 -2.118
C -5.679 -1.610 -2.591
N -5.150 -2.599 -1.706
C -5.711 -3.913 -1.734
C -5.389 -4.821 -2.740
C -5.976 -6.091 -2.733
C -6.882 -6.445 -1.731
C -7.214 -5.523 -0.733
C -6.634 -4.259 -0.733
C -3.886 -2.367 -1.133
C -3.736 -1.315 -0.209
C -2.494 -0.985 0.284
C -1.321 -1.628 -0.213
C -0.054 -1.134 0.188
C 1.197 -1.567 -0.346
C 2.375 -1.421 0.443
C 3.606 -1.837 -0.023
C 3.715 -2.469 -1.274
N 4.993 -2.873 -1.718
C 5.202 -4.172 -2.284
C 4.914 -4.434 -3.622
C 5.162 -5.708 -4.147
C 5.707 -6.709 -3.340
C 6.010 -6.438 -2.001
C 5.761 -5.173 -1.474
C 5.931 -1.842 -2.038
C 7.057 -1.640 -1.230
C 7.958 -0.624 -1.549
C 7.763 0.149 -2.698
C 6.653 -0.076 -3.520
C 5.731 -1.067 -3.184
C 2.582 -2.630 -2.071
C 1.360 -2.119 -1.648
C -1.515 -2.755 -1.066
C -2.772 -3.110 -1.527
C -5.270 -1.589 -3.928
C -5.799 -0.636 -4.798
H -7.156 1.029 -5.015
H -7.860 1.000 -2.619
H -6.926 -0.735 -1.072
H -4.680 -4.527 -3.519
H -5.713 -6.802 -3.514
H -7.332 -7.440 -1.727
H -7.920 -5.790 0.051
H -6.882 -3.514 0.028
H -4.633 -0.803 0.146
H -2.388 -0.209 1.046
H -0.032 -0.484 1.056
H 2.291 -0.989 1.443
H 4.506 -1.739 0.586
H 4.496 -3.638 -4.243
H 4.919 -5.911 -5.189
H 5.895 -7.702 -3.755
H 6.434 -7.214 -1.366
H 6.000 -4.932 -0.435
H 7.208 -2.281 -0.358
H 8.817 -0.440 -0.903
H 8.482 0.928 -2.963
H 6.497 0.513 -4.423
H 4.858 -1.267 -3.811
H 2.669 -3.159 -3.022
H 0.522 -2.167 -2.340
H -0.674 -3.378 -1.364
H -2.905 -3.959 -2.208
H -4.546 -2.335 -4.270
H -5.480 -0.627 -5.840
O -1.309 3.544 3.959
C -0.218 4.411 3.714
C 0.058 5.078 5.053
C -0.194 4.325 6.189
C 0.007 4.906 7.448
C 0.462 6.226 7.543
C 0.750 6.967 6.394
C 0.535 6.394 5.137
C 1.001 3.605 3.205
C 0.823 2.512 2.358
C 1.940 1.885 1.787
C 3.232 2.276 2.151
C 3.405 3.348 3.032
C 2.293 4.016 3.553
C -0.577 5.428 2.635
C -1.732 6.397 2.969
C -2.455 6.567 1.631
C -1.954 5.440 0.711
N -1.023 4.672 1.510
H -1.694 3.281 3.097
H -0.552 3.300 6.088
H -0.204 4.310 8.337
H 0.596 6.683 8.523
H 1.130 7.988 6.461
H 0.745 6.958 4.221
H -0.182 2.147 2.116
H 1.793 1.098 1.047
H 4.100 1.760 1.740
H 4.401 3.688 3.309
H 2.414 4.864 4.228
H 0.335 6.019 2.409
H -2.394 5.946 3.721
H -1.356 7.330 3.403
H -3.533 6.499 1.771
H -2.227 7.535 1.181
H -2.786 4.788 0.424
H -1.490 5.789 -0.221
H -0.312 4.144 1.028
*
```

Its HOMO energy is -10.3 eV. The relative energy (zero: lowest compared OMol25 entry of this formula, charge and spin) comes out at 0.0000 eV. The calculation puts the lowest unoccupied orbital energy at -5.055 eV. The value obtained for the total energy is -63287.603 eV. For the orbital gap, the calculation gives 5.260 eV.

---

4.
DFT (the ωB97M-V functional and the def2-TZVPD basis) results for C54H48N6NaS5 as an isolated structure.

```
! wB97M-V def2-TZVPD RIJCOSX def2/J DEFGRID3
* xyz 1 1
Na 0.592 -0.041 0.116
N -0.699 -1.438 -1.243
S -1.955 -0.726 -1.364
N -1.821 0.931 -1.072
S -2.613 2.002 -0.315
N -2.863 1.941 1.211
S -1.536 1.851 2.220
N -0.301 1.205 1.822
C -2.392 1.135 3.622
C -1.587 0.373 4.454
C -2.153 -0.246 5.560
C -3.507 -0.095 5.822
C -4.305 0.666 4.976
C -3.752 1.282 3.864
C -1.349 3.577 2.683
C -2.400 4.364 3.135
C -2.163 5.696 3.430
C -0.888 6.229 3.268
C 0.153 5.430 2.820
C -0.074 4.091 2.530
C -4.265 2.220 -0.914
C -5.295 1.555 -0.261
C -6.567 1.607 -0.811
C -6.794 2.322 -1.980
C -5.753 2.989 -2.613
C -4.472 2.932 -2.086
C -1.763 3.501 -0.736
C -0.598 3.475 -1.483
C 0.075 4.670 -1.699
C -0.425 5.856 -1.182
C -1.603 5.864 -0.443
C -2.279 4.680 -0.211
C -2.672 -0.720 -3.009
C -1.885 -1.343 -3.963
C -2.310 -1.366 -5.284
C -3.515 -0.777 -5.636
C -4.303 -0.166 -4.668
C -3.884 -0.133 -3.348
C -3.275 -1.256 -0.276
C -2.972 -1.203 1.080
C -3.898 -1.657 2.004
C -5.110 -2.182 1.570
C -5.386 -2.272 0.213
C -4.465 -1.816 -0.721
H -0.537 0.261 4.213
H -1.536 -0.847 6.215
H -3.946 -0.577 6.686
H -5.363 0.771 5.177
H -4.372 1.843 3.180
H -3.392 3.948 3.252
H -2.970 6.320 3.790
H -0.708 7.270 3.501
H 1.145 5.845 2.702
H 0.714 3.434 2.183
H -5.097 1.004 0.649
H -7.381 1.089 -0.323
H -7.791 2.364 -2.399
H -5.935 3.549 -3.520
H -3.649 3.429 -2.583
H -0.233 2.539 -1.880
H 0.991 4.671 -2.275
H 0.105 6.783 -1.354
H -1.989 6.790 -0.039
H -3.188 4.666 0.378
H -0.952 -1.795 -3.649
H -1.699 -1.846 -6.037
H -3.846 -0.798 -6.666
H -5.249 0.284 -4.940
H -4.510 0.327 -2.598
H -2.013 -0.819 1.408
H -3.668 -1.608 3.060
H -5.831 -2.542 2.292
H -6.315 -2.711 -0.125
H -4.676 -1.911 -1.776
S 3.311 0.486 -0.472
C 4.074 -0.945 -0.119
N 5.378 -1.156 -0.287
C 5.920 -2.512 -0.218
C 4.909 -3.456 -0.815
N 3.664 -3.325 -0.064
C 2.951 -4.568 0.231
C 3.729 -5.451 1.176
C 4.202 -4.943 2.385
C 4.923 -5.754 3.247
C 5.174 -7.080 2.914
C 4.704 -7.590 1.715
C 3.988 -6.775 0.847
C 3.291 -2.140 0.419
S 2.110 -1.913 1.558
C 6.320 -0.106 -0.679
C 6.779 -0.272 -2.108
C 8.133 -0.308 -2.412
C 8.557 -0.460 -3.726
C 7.625 -0.586 -4.743
C 6.268 -0.555 -4.445
C 5.846 -0.397 -3.135
H 6.144 -2.788 0.816
H 6.843 -2.530 -0.796
H 5.251 -4.485 -0.714
H 4.751 -3.237 -1.875
H 2.796 -5.085 -0.719
H 1.980 -4.298 0.640
H 3.990 -3.915 2.654
H 5.283 -5.355 4.186
H 5.735 -7.712 3.590
H 4.898 -8.621 1.449
H 3.626 -7.174 -0.093
H 7.175 -0.168 -0.003
H 5.828 0.851 -0.528
H 8.865 -0.216 -1.616
H 9.615 -0.486 -3.951
H 7.953 -0.708 -5.767
H 5.538 -0.648 -5.239
H 4.787 -0.356 -2.905
*
```

Its HOMO energy is -10.2 eV. The relative energy (zero: lowest compared OMol25 entry of this formula, charge and spin) comes out at 0.0000 eV. The calculation puts the lowest unoccupied orbital energy at -2.146 eV. The value obtained for the total energy is -124300.369 eV. For the orbital gap, the calculation gives 8.027 eV.